No. 1
13
Properties=species:S:1:pos:R:3:forces:R:3:nbo_charge:R:1 method="wB97M-V/def2-TZVPD" lumo_ev=0.999 smiles="CC1=CN1/C=C/F" e_above_lowest_ev=4.6548 energy_ha=-348.5612 homo_energy_ev=-7.97 charge=0
C 1.24748 -1.37357 -0.25085 0.8962 -1.4568 -2.7594 -0.681
C 0.93737 -0.08883 -0.77344 -1.2864 2.6702 -1.5975 0.188
C 0.70818 0.98907 -1.44822 0.5225 -1.3514 0.4976 -0.083
N 0.32409 1.03263 0.00118 -0.9350 0.5385 -0.0569 -0.467
C -1.11634 0.95655 0.29063 0.3689 1.2798 -0.1373 -0.152
C -1.49099 0.24407 1.33448 -0.3050 0.1633 -0.4267 0.206
F -2.66107 0.25882 1.97505 -1.0630 0.4950 -0.3413 -0.332
H 0.45744 -2.06673 -0.54566 -0.1150 -0.0709 0.4827 0.251
H 1.24482 -1.10504 0.74692 0.5440 -0.8094 2.4994 0.243
H 2.18274 -1.78415 -0.70542 -0.5207 0.3241 0.8367 0.243
H 0.82421 1.64223 -2.29307 -0.0844 0.0620 0.1146 0.232
H -1.75716 1.75252 -0.15439 0.4749 -0.8361 0.2756 0.203
H -0.90078 -0.45758 1.82280 1.5029 -1.0083 0.6125 0.148

***

No. 2
14
Properties=species:S:1:pos:R:3:forces:R:3:nbo_charge:R:1 method="wB97M-V/def2-TZVPD" lumo_ev=0.956 smiles=COc1c[nH]cc1F e_above_lowest_ev=2.8547 energy_ha=-423.9145 homo_energy_ev=-7.89 charge=0
C -2.41866 0.02679 0.08082 1.2723 -1.7459 0.7785 -0.255
O -1.32965 -0.99058 -0.08410 -2.0486 1.1596 0.0753 -0.491
C -0.11216 -0.46255 0.02900 1.5146 1.8233 0.3261 0.158
C 1.03798 -1.19900 0.03543 -2.6217 -4.6847 -1.6850 -0.112
N 2.11268 -0.47626 -0.04665 3.6496 1.2548 0.7832 -0.483
C 1.78225 0.82159 0.14559 0.9436 1.9648 -1.1014 -0.160
C 0.41435 0.88400 0.08897 -0.7202 0.0327 -0.3290 0.245
F -0.23911 2.06037 -0.15007 -0.0326 -0.5293 0.6529 -0.333
H -2.16264 0.62281 0.98227 -0.7781 -0.7204 -0.0828 0.191
H -3.35258 -0.58414 0.05289 0.7673 0.8878 0.3981 0.205
H -2.36155 0.73439 -0.70517 -0.1538 0.4373 -1.1449 0.186
H 1.05206 -2.24635 -0.32084 0.0622 0.5999 0.7679 0.206
H 3.06139 -0.84837 -0.18722 -1.0225 0.4827 0.4158 0.421
H 2.51564 1.65730 0.07909 -0.8320 -0.9627 0.1452 0.221